C23H19N3O3 | ωB97M-V/def2-TZVPD

Results
lowest unoccupied orbital energy	-0.18	eV
HOMO level	-8.3	eV
SMILES	COc1cccc(NC(=O)c2ccccc2-c2nc(-c3cccc(C)c3)no2)c1
largest force on an atom	1.3	eV/Å
ΔE to the lowest compared entry with this formula, charge and spin	187.36	kJ/mol
total charge	0
calculated total energy	-1277.8536	hartree
frontier orbital gap	8.09	eV

Atoms and positions in Å:
C (-2.95, -0.13, -2.43)
O (-3.18, -1.25, -1.62)
C (-2.13, -1.80, -0.95)
C (-2.44, -2.87, -0.10)
C (-1.45, -3.46, 0.65)
C (-0.13, -3.03, 0.57)
C (0.18, -1.98, -0.28)
N (1.48, -1.48, -0.41)
C (2.43, -1.44, 0.56)
O (2.39, -2.05, 1.61)
C (3.63, -0.61, 0.19)
C (4.86, -1.25, 0.17)
C (6.02, -0.57, -0.14)
C (5.97, 0.79, -0.40)
C (4.76, 1.46, -0.35)
C (3.58, 0.77, -0.06)
C (2.35, 1.52, 0.01)
N (1.16, 1.09, 0.33)
C (0.37, 2.19, 0.20)
C (-1.06, 2.15, 0.42)
C (-1.87, 3.21, 0.00)
C (-3.24, 3.12, 0.19)
C (-3.79, 2.01, 0.79)
C (-2.99, 0.95, 1.22)
C (-3.61, -0.25, 1.87)
C (-1.62, 1.03, 1.03)
N (1.04, 3.25, -0.18)
O (2.33, 2.83, -0.30)
C (-0.82, -1.37, -1.05)
H (-2.53, 0.70, -1.85)
H (-2.29, -0.36, -3.27)
H (-3.93, 0.17, -2.81)
H (-3.47, -3.20, -0.04)
H (-1.69, -4.28, 1.31)
H (0.64, -3.48, 1.17)
H (1.60, -0.84, -1.18)
H (4.89, -2.31, 0.39)
H (6.97, -1.09, -0.16)
H (6.87, 1.34, -0.63)
H (4.71, 2.52, -0.53)
H (-1.42, 4.06, -0.47)
H (-3.88, 3.93, -0.14)
H (-4.86, 1.95, 0.93)
H (-2.85, -0.94, 2.22)
H (-4.25, -0.77, 1.16)
H (-4.23, 0.05, 2.72)
H (-0.98, 0.23, 1.35)
H (-0.55, -0.55, -1.70)

Results of the Mulliken charge analysis, in e, for atoms 1 through 5:
1. C -0.641
2. O -0.440
3. C 0.114
4. C -0.561
5. C -0.704


C23H19N6RhS | ωB97M-V/def2-TZVPD

Results
lowest unoccupied orbital energy (spin up / spin down)	-6.15 / -8.96	eV
HOMO level (spin up / spin down)	-12.3 / -14.5	eV
largest force on an atom	0.3	eV/Å
multiplicity	5
total charge	+2
<S²>	6.043
calculated total energy	-1724.5798	hartree
frontier orbital gap (spin up / spin down)	6.18 / 5.52	eV

Atoms and positions in Å:
Rh (-0.45, -0.85, 0.91)
N (2.22, -0.10, 4.15)
C (1.54, -0.23, 3.02)
S (-0.19, -0.63, 3.12)
N (2.19, -0.03, 1.87)
N (1.46, -0.28, 0.82)
C (2.01, -0.06, -0.50)
C (3.35, 0.45, -0.70)
C (4.46, -0.08, -0.02)
C (5.73, 0.40, -0.28)
C (5.91, 1.43, -1.20)
C (4.82, 1.97, -1.87)
C (3.55, 1.48, -1.63)
C (1.10, -0.38, -1.51)
C (1.43, -0.43, -2.88)
C (0.46, -0.72, -3.81)
C (-0.85, -0.98, -3.40)
C (-1.12, -0.97, -2.05)
N (-0.19, -0.69, -1.12)
H (1.78, -0.21, 5.05)
H (3.21, 0.12, 4.12)
H (4.33, -0.90, 0.67)
H (6.58, -0.03, 0.22)
H (6.90, 1.81, -1.39)
H (4.96, 2.78, -2.58)
H (2.70, 1.91, -2.14)
H (2.45, -0.26, -3.18)
H (0.72, -0.76, -4.86)
H (-1.63, -1.21, -4.11)
H (-2.11, -1.19, -1.68)
C (-3.84, -3.52, 1.04)
C (-4.94, -2.68, 0.95)
C (-4.74, -1.31, 0.88)
C (-3.45, -0.81, 0.89)
N (-2.39, -1.63, 0.96)
C (-2.58, -2.96, 1.04)
C (-3.12, 0.64, 0.81)
C (-4.08, 1.64, 0.78)
C (-3.66, 2.96, 0.71)
C (-2.31, 3.25, 0.66)
C (-1.41, 2.20, 0.70)
N (-1.82, 0.93, 0.78)
H (-3.95, -4.59, 1.10)
H (-5.94, -3.08, 0.95)
H (-5.58, -0.64, 0.82)
H (-1.69, -3.57, 1.11)
H (-5.13, 1.41, 0.82)
H (-4.39, 3.76, 0.68)
H (-1.94, 4.27, 0.60)
H (-0.34, 2.36, 0.68)

Results of the Mulliken charge analysis, in e, for atoms 1 through 5:
1. Rh 0.117
2. N -0.325
3. C 0.762
4. S -0.356
5. N -1.039


C23H19N7NiO3 | ωB97M-V/def2-TZVPD

Results
lowest unoccupied orbital energy (spin up / spin down)	-0.01 / -0.01	eV
HOMO level (spin up / spin down)	-6.6 / -6.6	eV
largest force on an atom	0.4	eV/Å
multiplicity	3
ΔE to the lowest compared entry with this formula, charge and spin	0.00	kJ/mol
total charge	0
<S²>	2.005
calculated total energy	-3005.3200	hartree
frontier orbital gap (spin up / spin down)	6.56 / 6.55	eV

Atoms and positions in Å:
Ni (-0.05, -0.46, 0.38)
O (-3.58, -1.33, -1.30)
C (-2.42, -1.27, -0.92)
N (-1.88, -1.15, 0.29)
C (-2.57, -1.15, 1.51)
C (-3.85, -1.64, 1.72)
C (-4.39, -1.64, 3.00)
C (-3.65, -1.17, 4.07)
C (-2.36, -0.67, 3.88)
C (-1.81, -0.66, 2.61)
N (-0.52, -0.22, 2.26)
C (0.26, 0.54, 3.02)
O (0.13, 0.97, 4.16)
C (1.53, 0.93, 2.25)
C (2.29, 2.01, 2.68)
C (3.44, 2.34, 1.99)
C (3.82, 1.55, 0.91)
C (3.01, 0.50, 0.54)
N (1.87, 0.20, 1.18)
C (-1.30, -1.36, -1.97)
C (-1.61, -1.64, -3.30)
C (-0.58, -1.79, -4.21)
C (0.73, -1.65, -3.77)
C (0.96, -1.36, -2.44)
N (-0.04, -1.21, -1.56)
H (-4.43, -1.99, 0.87)
H (-5.39, -2.03, 3.16)
H (-4.07, -1.17, 5.07)
H (-1.78, -0.29, 4.71)
H (1.95, 2.55, 3.56)
H (4.04, 3.18, 2.29)
H (4.74, 1.74, 0.36)
H (3.27, -0.15, -0.28)
H (-2.65, -1.74, -3.56)
H (-0.79, -2.01, -5.24)
H (1.57, -1.78, -4.45)
H (1.96, -1.24, -2.05)
C (-1.50, 3.94, 0.03)
N (-0.34, 3.58, -0.79)
C (0.34, 4.53, -1.46)
C (1.41, 4.24, -2.22)
C (1.77, 2.86, -2.29)
N (1.13, 1.92, -1.63)
C (0.08, 2.25, -0.85)
O (-0.55, 1.43, -0.17)
N (2.79, 2.46, -3.08)
H (-2.14, 4.61, -0.53)
H (-1.17, 4.42, 0.95)
H (-2.04, 3.03, 0.28)
H (-0.03, 5.54, -1.34)
H (1.95, 5.00, -2.76)
H (3.41, 3.14, -3.50)
H (3.08, 1.50, -3.04)

Results of the Mulliken charge analysis, in e, for atoms 1 through 5:
1. Ni -0.413
2. O -0.790
3. C 0.429
4. N 0.140
5. C 0.051


C23H19NO4 | ωB97M-V/def2-TZVPD

Results
lowest unoccupied orbital energy	-1.59	eV
HOMO level	-8.3	eV
SMILES	CCOC(=O)CCC1=C(n2ccc3ccccc32)c2ccccc2C(=O)C1=O
largest force on an atom	3.5	eV/Å
ΔE to the lowest compared entry with this formula, charge and spin	158.42	kJ/mol
total charge	0
calculated total energy	-1243.5557	hartree
frontier orbital gap	6.76	eV

Atoms and positions in Å:
C (3.36, 0.09, 5.23)
C (2.96, 0.73, 3.91)
O (1.53, 0.64, 3.81)
C (1.05, 0.90, 2.54)
O (1.72, 1.26, 1.59)
C (-0.44, 0.75, 2.28)
C (-0.89, -0.70, 1.93)
C (-0.18, -1.27, 0.70)
C (-0.62, -0.93, -0.60)
N (-1.72, -0.08, -0.79)
C (-3.05, -0.54, -0.83)
C (-3.83, 0.51, -1.23)
C (-2.97, 1.65, -1.45)
C (-3.25, 2.94, -1.95)
C (-2.21, 3.84, -2.14)
C (-0.91, 3.43, -1.90)
C (-0.63, 2.17, -1.37)
C (-1.69, 1.25, -1.17)
C (0.12, -1.44, -1.79)
C (-0.19, -1.01, -3.11)
C (0.50, -1.52, -4.22)
C (1.39, -2.57, -4.08)
C (1.69, -3.03, -2.82)
C (1.07, -2.47, -1.68)
C (1.38, -2.97, -0.33)
O (1.86, -4.08, -0.25)
C (0.93, -2.24, 0.87)
O (1.37, -2.45, 2.01)
H (4.44, 0.15, 5.31)
H (2.90, 0.62, 6.04)
H (3.07, -0.96, 5.29)
H (3.28, 1.76, 3.90)
H (3.46, 0.23, 3.06)
H (-0.98, 1.05, 3.18)
H (-0.76, 1.42, 1.50)
H (-0.79, -1.34, 2.84)
H (-1.98, -0.65, 1.73)
H (-3.34, -1.56, -0.56)
H (-4.90, 0.43, -1.42)
H (-4.25, 3.20, -2.25)
H (-2.42, 4.87, -2.46)
H (-0.14, 4.18, -1.98)
H (0.43, 1.95, -1.17)
H (-0.89, -0.23, -3.31)
H (0.24, -1.13, -5.20)
H (1.83, -3.02, -4.96)
H (2.43, -3.81, -2.71)

Results of the Mulliken charge analysis, in e, for atoms 1 through 5:
1. C -1.228
2. C -0.143
3. O -0.314
4. C 0.317
5. O -0.582